# C2H7NO3

A 3-piece molecular cluster, C2H7NO3 overall in a non-equilibrium geometry (the ωB97M-V functional and the def2-TZVPD basis, the OMol25 dataset).

## Properties
- gap between HOMO and LUMO (alpha / beta) (Eh) = 0.3057 / 0.2146
- multiplicity = 2
- net charge = -1
- highest occupied orbital energy (alpha / beta) (hartree) = -0.161 / -0.161

Cartesian coordinates (Å):
O 2.2453 -0.0879 0.9102
C 2.1335 -1.1349 0.2202
O 1.7524 -1.1590 -0.9857
C -0.2835 1.3599 -0.0165
N -0.7368 0.4077 -1.1427
H 2.2321 -2.1265 0.7128
H -0.7899 2.3278 0.1958
H -0.4550 0.7205 0.8553
H 0.8156 1.4548 -0.0519
H -0.0903 -0.4254 -1.0588
H -3.0803 -0.7200 0.4487
H -1.6141 0.0138 -0.7271
O -2.1289 -0.6310 0.6395